34
Properties=species:S:1:pos:R:3:forces:R:3 method="wB97M-V/def2-TZVPD" gap_ha="0.1852 / 0.1851" total_charge=+2 e_tot_ha=-1106.0930 lumo_ev="-9.3 / -9.3" de_lowest_kj_mol=925.31 homo_energy_ev="-14.37 / -14.37"
Pb 2.28548 3.76442 -1.08969 -1.86 -2.25 -1.47
O 4.57326 3.17080 -3.02681 -0.02 -0.31 -0.09
O 0.06662 -1.44050 -1.81963 0.29 0.60 0.89
O 3.45651 5.27377 1.30294 -0.02 0.07 -0.68
O 0.31743 5.62473 -2.49792 -0.52 -0.34 -0.09
N 1.58342 2.06405 -0.09867 -1.44 -4.07 2.42
N -1.27870 -1.92208 -0.05536 1.03 1.25 0.40
C 1.47579 0.90745 1.97532 0.30 0.31 0.12
C 0.78168 -0.11678 1.35982 0.21 0.11 0.19
C -1.92002 -1.56310 1.21696 -0.33 -0.09 0.32
C 3.73752 3.41552 -2.31397 4.19 -0.35 -3.40
C 3.03541 4.74043 0.39845 2.23 2.88 5.42
C 0.45625 -0.04300 0.00982 -0.42 -0.06 0.13
C -0.28502 -1.17694 -0.66619 -1.16 -1.76 -1.49
C -1.68103 -2.60225 2.32171 -0.05 0.14 0.06
C 0.90673 1.05511 -0.73361 0.04 0.07 1.24
C -2.58090 -2.74811 -2.03643 -0.04 0.12 -0.17
C 1.06225 4.95683 -1.98065 -2.54 4.28 -2.52
C 1.85959 1.99840 1.22674 -0.46 -0.92 -0.06
C -1.82937 -3.11004 -0.75486 0.07 -0.17 -0.58
H -3.00721 -3.66649 -2.46492 0.04 0.32 0.14
H -2.16705 -2.25340 3.24561 0.16 -0.20 -0.26
H -3.40259 -2.05104 -1.79612 0.25 -0.30 -0.18
H -2.56122 -3.62098 -0.10768 0.57 0.41 0.13
H 0.52810 -0.97136 1.97267 -0.16 -0.12 -0.26
H -1.60182 -0.56911 1.56948 -0.01 -0.32 -0.34
H -2.11043 -3.58084 2.05829 0.21 0.37 0.12
H 1.72619 0.85309 3.02887 0.00 0.04 -0.11
H 0.71220 1.14501 -1.80511 0.08 -0.07 0.26
H -0.60597 -2.74231 2.52317 -0.34 -0.01 -0.07
H -1.92590 -2.29174 -2.79019 -0.24 -0.17 0.31
H 2.40848 2.78374 1.73927 -0.03 0.23 -0.42
H -1.01020 -3.82603 -0.95963 -0.33 0.45 0.09
H -3.00549 -1.45725 1.04833 0.34 -0.11 -0.06

***

35
Properties=species:S:1:pos:R:3:forces:R:3 method="wB97M-V/def2-TZVPD" gap_ha=0.3465 total_charge=0 e_tot_ha=-1710.6167 lumo_ev=-0.3 de_lowest_kj_mol=47.39 homo_energy_ev=-9.75
S 2.06317 2.60291 0.94744 1.14 1.17 0.86
S -0.67094 3.17382 -0.32713 -0.66 0.20 1.29
O 2.65485 -0.59594 -3.30708 -0.44 -1.83 0.92
O 2.60985 3.44342 -0.11264 -0.97 -1.62 0.34
O 2.20140 -2.75057 -2.71797 0.06 0.93 0.31
O 2.62376 2.84975 2.27024 -0.77 -0.91 -0.79
N -3.60377 4.23733 -1.03643 -0.13 0.08 1.37
N -1.68146 3.48232 2.06334 0.47 -0.75 -0.46
C -0.36375 3.07197 2.25408 -0.69 0.71 -1.59
C 2.34431 0.39109 -0.73018 -0.19 0.74 -0.11
C 2.40824 -1.43032 -2.43398 0.51 1.82 -2.37
C 1.90294 -2.57984 2.39596 0.46 -0.63 -0.22
C 2.14066 -1.93507 -0.03870 -0.29 0.66 0.09
C 2.02549 -1.53703 1.29747 0.68 -0.11 0.19
C -2.00816 3.51536 0.79121 0.93 0.32 1.17
C 0.31359 2.92205 1.08489 0.66 -0.45 -0.64
C 2.17541 0.81187 0.57658 0.29 -0.97 0.34
C -3.42695 3.82082 0.38501 0.23 0.02 -1.67
C 2.30085 -0.97980 -1.03954 -0.09 -0.79 0.85
C 2.11053 -0.18386 1.59746 -0.59 1.18 -0.50
C 0.47697 -3.15089 2.47757 0.08 0.49 0.38
H 2.60070 -3.44106 2.19416 -0.50 0.91 0.06
H -3.96659 2.88730 0.53981 -0.29 0.07 0.06
H -3.25174 5.18340 -1.14522 0.08 -0.28 -0.27
H 0.11462 2.95613 3.20334 -0.14 0.09 0.49
H 2.23110 -2.13332 3.34457 -0.22 -0.18 -0.16
H 2.06566 0.15512 2.62060 -0.02 -0.03 0.24
H 0.42647 -4.03450 3.11669 0.05 0.05 -0.09
H -0.21364 -2.40371 2.88227 0.07 -0.07 -0.03
H 0.12030 -3.39823 1.48414 -0.05 -0.22 -0.17
H -3.15740 3.60317 -1.68177 0.10 0.04 -0.09
H 2.22480 -2.82729 -3.69036 0.11 0.13 0.36
H -3.85705 4.59667 1.02551 0.22 -0.27 0.02
H 2.08755 -2.98526 -0.30530 0.04 0.09 0.02
H 2.49942 1.18341 -1.46483 -0.11 -0.58 -0.22

***

38
Properties=species:S:1:pos:R:3:forces:R:3 method="wB97M-V/def2-TZVPD" gap_ha=0.2429 total_charge=0 e_tot_ha=-2145.0930 lumo_ev=-2.1 de_lowest_kj_mol=1410.49 homo_energy_ev=-8.76
S 6.35370 0.99970 0.98345 -1.29 -0.61 0.36
P 4.30709 5.12911 1.72392 1.55 4.20 -1.73
P 4.47369 3.24357 2.86509 0.67 -1.44 -0.61
O -3.75645 -3.13869 -2.10394 -1.26 -0.98 0.07
O 4.09513 4.66990 0.02544 -0.89 -0.06 3.35
O -4.93882 -4.95672 -2.86232 0.02 0.87 0.77
O -5.76887 -3.78273 -1.20183 0.80 -0.23 -0.79
O 2.81534 5.96439 2.16663 1.77 -2.65 -1.95
O 5.59975 6.04494 1.88819 -5.23 -3.69 -0.46
N 3.92703 -0.14820 -0.12532 -3.37 5.26 4.52
N 2.09683 1.94552 1.72520 3.73 -3.44 -3.44
C 1.49846 0.93686 0.78592 0.36 0.05 0.06
C -0.03198 -1.18064 -1.23790 2.60 2.72 2.50
C 2.42734 -0.05182 -0.11279 -1.72 -0.89 -0.83
C -1.58098 2.53209 2.84555 3.97 -5.07 -7.51
C -1.01546 1.90461 1.69491 -2.55 2.32 7.57
C -0.15581 0.87427 0.69629 -0.80 -1.14 -1.16
C -0.96192 -0.15986 -0.30025 4.85 1.08 1.15
C 1.61675 -1.10474 -1.12955 -3.07 1.18 1.08
C 3.59926 1.93998 1.72856 -3.57 -2.10 -1.85
C -3.91086 -5.18706 -3.82378 0.37 -0.12 -0.39
C -4.72297 -3.88350 -2.06046 0.20 0.14 -0.02
C -5.67682 -2.68930 -0.29072 0.00 0.40 0.36
C 4.45243 0.88944 0.82629 -1.80 -1.02 0.01
H -4.79279 -2.79139 0.34698 -0.07 0.09 -0.22
H -2.95622 -5.38904 -3.32736 -0.15 0.19 -0.09
H -4.18712 -6.06817 -4.40942 -0.19 0.17 0.30
H -2.13372 -0.16490 -0.31771 2.65 0.02 0.02
H 6.73633 0.36070 2.20267 -1.25 0.68 -1.36
H -2.08367 2.85194 3.87729 1.32 -0.69 -3.13
H 2.26439 -1.84006 -1.79915 -1.53 1.82 1.65
H 2.09047 5.46415 1.67518 1.06 0.94 0.98
H -6.56476 -2.70529 0.34725 0.10 -0.24 -0.29
H -0.62018 -1.90525 -1.96520 1.64 1.60 1.68
H -3.82159 -4.33484 -4.50527 0.09 -0.09 0.23
H 3.69316 3.39072 4.07085 -0.40 0.06 -1.14
H 3.29217 4.07756 -0.07177 1.22 0.84 0.21
H -5.65830 -1.73724 -0.83092 0.15 -0.18 0.09

***

31
Properties=species:S:1:pos:R:3:forces:R:3 method="wB97M-V/def2-TZVPD" gap_ha=0.3254 total_charge=0 e_tot_ha=-804.7683 lumo_ev=0.2 de_lowest_kj_mol=0.00 homo_energy_ev=-8.66
O -1.40208 2.94213 -0.47421 0.69 -0.99 0.61
O -0.88389 -0.05034 -3.43917 -0.16 -0.87 -0.14
O -0.88385 -2.33133 -3.59856 -0.58 1.86 -0.08
O -1.04049 2.07682 -2.81869 -0.16 0.16 -2.17
C 1.78769 -1.27717 -2.23316 0.11 0.33 0.10
C 0.33364 -1.46650 -1.77400 -0.46 0.28 0.44
C -0.01807 -0.48432 -0.68340 -0.16 -0.27 0.00
C -0.54432 0.73071 -1.08147 -0.06 -0.43 0.24
C 0.81093 -2.11601 1.02049 0.58 0.81 0.13
C 0.06283 -0.13872 3.11384 0.80 0.51 -0.76
C -0.61427 -1.32581 -2.99172 1.80 -2.51 0.49
C -0.94681 2.53824 2.31812 -0.66 0.15 -0.75
C 0.16024 -0.78090 0.64674 0.84 -0.14 0.69
C -0.79579 0.93149 -2.52849 -0.42 2.29 2.58
C -0.72202 1.42867 1.28176 0.52 0.59 -0.35
C -0.86634 1.71910 -0.09525 -0.80 0.70 -1.26
C -0.17254 0.18957 1.63217 -0.24 -0.77 0.18
H 1.94044 -0.23528 -2.55746 0.12 -0.37 0.11
H -1.66794 2.28591 3.09928 0.09 -0.29 -0.08
H -1.34459 3.04801 -1.45816 0.10 -0.61 0.74
H -0.01870 2.81786 2.80456 0.23 -0.05 0.07
H -0.59196 0.45185 3.74565 0.03 0.00 0.09
H 1.34891 -2.02376 1.96714 -0.27 -0.17 -0.03
H 1.57233 -2.48658 0.31802 -0.34 0.41 0.00
H 0.06427 -2.88109 1.08211 -0.45 -0.61 0.31
H 2.00965 -1.94925 -3.05397 0.07 -0.07 -0.20
H -0.07193 -1.19569 3.34210 -0.04 0.12 -0.08
H 2.48457 -1.51028 -1.40814 -0.36 0.26 -0.34
H 0.24224 -2.48521 -1.35997 -0.31 0.40 -0.64
H -1.35752 3.44345 1.83985 0.31 -0.47 0.04
H 1.12537 0.13445 3.34397 -0.80 -0.24 0.06